Record 1
This record from OMol25 describes a cluster of 2 separate species, C6H10NO4S2 in total in a non-equilibrium geometry. The level of theory is ωB97M-V/def2-TZVPD.

The total charge is +1. For the largest force on an atom, the calculation gives 3.352 eV Å⁻¹. The value obtained for the calculated total energy is -37723.3579 eV.

Last column: Mulliken charge in e.
CARTESIAN COORDINATES (ANGSTROEM)
C: 1.47679 1.19977 0.24671  0.48
C: 0.80270 -1.19746 0.66520  -0.29
C: 0.21492 2.13201 0.04058  -0.59
C: -1.17102 1.54299 0.12092  -0.63
C: -1.20420 0.28971 1.03318  -0.55
C: -0.41018 -0.91022 0.38718  0.62
N: -2.20230 -2.45178 -0.87636  -0.81
O: 2.01096 0.86853 -0.96344  -0.24
O: 2.01537 0.94204 1.25389  -0.40
O: 3.00496 -1.49330 -0.62091  -0.34
O: 4.43396 0.68273 -0.25877  -0.35
S: 3.51921 0.20588 -1.25239  0.77
S: 2.23584 -1.91181 0.70058  0.11
H: 0.39114 2.87920 0.88021  0.34
H: 0.38277 2.76542 -0.94769  0.29
H: -1.84463 2.24902 0.51668  0.40
H: -1.51702 1.17141 -0.85497  0.31
H: -0.84777 0.25189 2.02792  0.39
H: -2.34058 0.14225 1.06102  0.35
H: -1.18087 -1.53138 -0.19244  0.26
H: -2.17826 -3.16529 -1.60097  0.27
H: -2.86154 -1.76377 -1.20364  0.30
H: -2.73023 -2.89783 -0.16250  0.30

Forces on the atoms, in the same order (eV/Å):
C -1.6 2.4 -1.3
C 0.1 -1.9 -0.9
C 2.3 2.4 -0.7
C 1.7 -2.0 0.2
C -1.7 -0.8 -1.7
C -1.5 2.2 1.7
N -0.9 -0.3 -0.9
O 1.0 -0.5 -1.9
O 0.4 -0.2 1.8
O 0.6 1.0 -1.0
O -0.4 -0.2 -1.2
S -0.8 -0.5 2.9
S -0.4 0.2 0.3
H -0.4 -0.9 -0.9
H -0.3 -1.5 1.9
H -0.9 0.9 0.2
H 0.0 0.4 0.2
H 0.3 1.2 1.1
H 1.6 -0.9 0.1
H 1.1 -0.9 -0.4
H 0.4 0.2 -0.2
H -0.3 0.4 -0.5
H -0.4 -0.6 1.2

Record 2
This record from OMol25 describes a structure of composition C33H21AsBrI2KN2O3S in a non-equilibrium geometry. The level of theory is ωB97M-V/def2-TZVPD.

The total charge is -2. For the largest force on an atom, the calculation gives 2.548 eV Å⁻¹. The value obtained for the calculated total energy is -217930.8589 eV. Its energy above the lowest of the compared OMol25 structures with the same formula, charge and spin is 0.0 kJ/mol.

Last column: Mulliken charge in e.
CARTESIAN COORDINATES (ANGSTROEM)
K: -1.16717 0.31583 0.40423  0.84
S: -0.73991 -1.79607 -1.95479  -0.41
C: 0.70844 -2.11704 -2.85724  -0.09
C: 0.79526 -2.04388 -4.26927  -0.50
C: 1.90261 -2.43260 -4.95565  -0.48
C: 3.09870 -2.74310 -4.29017  -0.72
C: 3.08063 -2.78681 -2.89552  -0.03
C: 1.94703 -2.43068 -2.17983  0.27
As: 1.82275 -2.41129 -0.26980  0.24
C: 3.76123 -2.63173 0.17950  -0.44
C: 4.79305 -1.69820 -0.02846  0.15
C: 6.11901 -2.03449 0.19102  -0.67
C: 6.46589 -3.33755 0.55054  -0.35
C: 5.48478 -4.26514 0.71688  -0.62
C: 4.15436 -3.92000 0.51393  -0.16
C: 1.69220 -0.54497 0.03878  0.47
C: 1.67689 0.41470 -0.98342  0.42
C: 1.60932 1.74375 -0.64022  -0.55
C: 1.58363 2.15660 0.69137  -0.48
C: 1.51154 1.23707 1.73274  -0.47
C: 1.55639 -0.10894 1.34462  -0.88
H: -0.11308 -1.68632 -4.79364  0.31
H: 1.92890 -2.32310 -6.03253  0.31
H: 3.99054 -2.98981 -4.86623  0.35
H: 4.01470 -3.01536 -2.35694  0.22
H: 4.51156 -0.70720 -0.34654  0.43
H: 6.88454 -1.28898 0.11510  0.39
H: 7.49033 -3.53719 0.79402  0.37
H: 5.73987 -5.26144 1.01231  0.38
H: 3.39839 -4.70113 0.64722  0.31
H: 1.61162 0.09867 -2.01389  0.23
H: 1.61507 2.44192 -1.41623  0.35
H: 1.53685 3.19264 0.94562  0.33
H: 1.39293 1.53994 2.75157  0.36
H: 1.39941 -0.90732 2.14287  0.04
I: -4.59150 4.20484 1.68972  -0.02
C: -4.33004 3.43953 -0.23062  -0.39
C: -5.39378 3.44108 -1.11726  -0.47
C: -5.19880 3.01300 -2.39954  -0.24
I: -6.83586 3.06714 -3.71465  -0.05
C: -3.88139 2.68033 -2.89187  1.42
C: -3.59427 2.37490 -4.26225  -0.68
C: -2.31921 1.93046 -4.56898  -0.67
C: -1.37230 1.92336 -3.57785  -0.05
N: -1.60273 2.33902 -2.37050  -0.18
C: -2.80383 2.70937 -1.97153  -0.11
C: -2.97521 3.09497 -0.54585  0.27
O: -1.99776 3.13884 0.24981  -0.73
H: -6.41483 3.72006 -0.79012  0.26
H: -4.36374 2.42169 -5.03544  0.16
H: -2.11545 1.56588 -5.59161  0.33
H: -0.33466 1.53297 -3.71190  0.21
Br: -5.72005 -1.13219 7.12607  -0.26
C: -4.17217 -0.14037 6.48472  0.17
C: -3.84483 0.99276 7.19678  -0.12
N: -2.82148 1.78695 6.89634  -0.62
C: -2.05237 1.30787 5.88003  -0.18
C: -2.29760 0.20229 5.08701  0.02
C: -3.41527 -0.56451 5.38458  -0.37
C: -1.38869 0.00472 3.81747  0.47
O: -1.56716 -0.99494 3.11965  -0.76
O: -0.59800 0.95628 3.63196  -0.63
H: -4.51505 1.19110 8.04303  0.28
H: -1.12164 1.81965 5.75622  0.50
H: -3.61862 -1.44787 4.79463  0.53

Forces on the atoms, in the same order (eV/Å):
K -0.3 0.3 0.2
S 0.0 -0.1 -0.3
C 1.2 0.0 0.3
C -2.0 0.1 0.6
C 1.6 0.6 -0.3
C -0.5 -0.6 0.0
C 0.8 0.4 -0.1
C -1.0 0.0 -0.9
As 0.0 -1.2 0.7
C 0.4 -0.1 -0.9
C -0.5 -0.2 0.3
C -0.4 -0.3 0.0
C 0.3 1.3 0.2
C -0.5 -0.4 -0.1
C -0.5 -0.5 0.3
C 0.1 1.3 -0.2
C -0.1 -0.5 0.5
C 0.3 -0.5 0.9
C -0.2 -0.3 0.4
C 0.4 -0.4 -1.7
C -0.1 -1.4 2.1
H 0.6 -0.4 0.3
H -0.1 -0.2 -0.1
H -0.1 0.0 0.2
H -0.5 0.1 -0.3
H 0.1 0.3 0.0
H 0.3 0.3 -0.2
H 0.4 -0.3 -0.1
H 0.1 -0.5 0.1
H 0.1 0.3 0.0
H 0.3 0.1 -0.1
H -0.2 1.2 -1.0
H 0.0 0.6 -0.1
H -0.1 0.0 0.2
H 0.4 1.1 -1.0
I -0.1 0.0 0.2
C 0.9 0.3 0.6
C -0.7 -0.3 0.0
C 0.6 0.1 -0.9
I -0.1 0.0 0.0
C -1.4 0.5 -0.5
C 0.5 -0.4 0.8
C -1.5 0.0 -1.6
C 2.1 -0.7 0.3
N 1.2 -0.2 1.1
C -0.9 -0.1 -0.1
C 0.2 0.3 0.1
O -0.9 -0.4 -0.6
H 0.9 -0.1 -0.1
H 0.2 0.0 0.4
H 0.1 0.3 0.7
H -0.9 0.3 -0.3
Br 0.5 0.2 -0.4
C 0.1 -0.9 -0.6
C -0.9 0.1 0.4
N 0.5 -1.4 -0.5
C -0.1 0.9 1.3
C -0.1 0.0 -0.5
C -0.2 0.2 0.6
C 0.1 1.1 0.8
O -0.5 -0.7 -0.4
O -0.2 -0.4 0.1
H 0.5 0.5 -0.2
H 0.2 0.5 -0.5
H -0.2 0.0 0.0

Record 3
This record from OMol25 describes the molecule C21H22FN3O3S2. The level of theory is ωB97M-V/def2-TZVPD.

For the largest force on an atom, the calculation gives 0.893 eV Å⁻¹. The value obtained for the calculated total energy is -57136.7526 eV. Its energy above the lowest of the compared OMol25 structures with the same formula, charge and spin is 13.5 kJ/mol.

Last column: Mulliken charge in e.
CARTESIAN COORDINATES (ANGSTROEM)
C: -4.78302 -1.13435 1.32283  -0.99
C: -4.76035 -0.81382 -0.16464  -0.36
O: -3.59321 -0.07620 -0.52794  -0.31
C: -2.45878 -0.75841 -0.66337  1.07
O: -2.39231 -1.96797 -0.51913  -0.78
C: -1.30670 0.07221 -1.01330  0.07
C: -0.04084 -0.48443 -1.07558  0.00
N: 0.24256 -1.80626 -0.85239  0.06
C: 1.38225 -2.39215 -0.37033  -1.21
O: 1.42047 -3.58261 -0.15835  -0.64
C: 2.52494 -1.47749 -0.06373  -0.25
C: 3.49680 -1.18407 -0.93407  1.70
C: 3.54074 -1.65909 -2.34885  -1.57
N: 4.54283 -0.36154 -0.55148  -0.05
C: 4.62376 0.21439 0.67702  -0.29
S: 5.81827 1.29627 1.02165  -0.39
N: 3.69920 -0.13322 1.58659  -0.17
C: 2.57271 -1.02173 1.38444  0.21
C: 1.26165 -0.35104 1.75197  -0.08
C: 1.09396 1.02000 1.60283  -0.24
C: -0.13144 1.61061 1.85273  -0.71
C: -1.18455 0.81007 2.25369  0.53
F: -2.38995 1.37652 2.47587  -0.44
C: -1.03947 -0.55308 2.43372  -0.67
C: 0.19206 -1.12799 2.18112  -0.34
S: 1.14199 0.68420 -1.53399  -0.18
C: -0.06421 1.94141 -1.60716  1.05
C: 0.36070 3.32778 -1.95087  -1.64
C: -1.30502 1.47632 -1.30747  0.04
C: -2.51733 2.34507 -1.27641  -1.59
H: -4.00137 -1.85247 1.55770  0.23
H: -5.74471 -1.56401 1.58775  0.44
H: -4.62447 -0.22785 1.90239  0.23
H: -5.59258 -0.16257 -0.43912  0.37
H: -4.79727 -1.73696 -0.75259  0.31
H: -0.60655 -2.38605 -0.82756  0.26
H: 3.43910 -0.81570 -3.03132  0.34
H: 2.73957 -2.36644 -2.53875  0.35
H: 4.49338 -2.14841 -2.54585  0.47
H: 5.24789 -0.09894 -1.22370  0.31
H: 3.78936 0.29701 2.49478  0.36
H: 2.69396 -1.91424 2.02321  0.33
H: 1.92273 1.63100 1.27782  0.49
H: -0.27673 2.67220 1.73323  0.49
H: -1.87640 -1.14678 2.76355  0.57
H: 0.31888 -2.19291 2.30697  0.44
H: -0.11017 3.65978 -2.87609  0.38
H: 1.43889 3.36386 -2.08201  0.43
H: 0.08559 4.02474 -1.15980  0.36
H: -3.27406 1.96294 -1.95783  0.31
H: -2.26510 3.36208 -1.56121  0.46
H: -2.94761 2.35034 -0.27701  0.22

Forces on the atoms, in the same order (eV/Å):
C 0.2 0.1 -0.3
C -0.4 -0.4 0.2
O 0.2 0.3 0.0
C 0.3 -0.3 -0.1
O -0.3 0.0 0.0
C 0.4 -0.2 0.0
C 0.0 0.6 -0.1
N -0.5 -0.7 -0.2
C 0.2 0.3 -0.3
O 0.1 -0.2 0.1
C 0.5 -0.1 0.1
C -0.5 -0.4 0.2
C 0.0 0.1 0.1
N -0.2 -0.1 -0.1
C 0.2 0.2 0.2
S 0.5 0.4 0.1
N -0.1 -0.2 -0.2
C -0.2 -0.3 -0.1
C 0.1 0.0 0.3
C -0.1 -0.1 0.1
C -0.2 0.0 0.1
C 0.2 -0.1 0.0
F 0.0 0.0 0.0
C -0.2 0.2 0.0
C 0.2 0.2 0.0
S -0.6 0.3 -0.1
C 0.0 -0.5 0.0
C -0.1 0.0 0.0
C 0.3 0.1 -0.1
C 0.0 0.1 0.0
H 0.0 0.0 0.1
H -0.1 0.0 0.1
H 0.0 0.1 0.1
H 0.1 -0.1 0.0
H 0.0 0.2 0.0
H 0.3 0.1 0.0
H 0.0 0.1 -0.1
H 0.0 0.0 -0.1
H 0.1 -0.1 0.0
H -0.1 0.1 0.2
H 0.1 0.1 -0.1
H -0.1 0.2 -0.2
H 0.1 0.1 0.0
H 0.0 0.1 0.0
H -0.1 0.0 0.0
H 0.0 -0.2 0.0
H 0.0 0.1 0.0
H 0.1 0.1 0.0
H 0.0 0.1 0.0
H -0.1 0.1 0.0
H 0.0 0.1 0.0
H -0.1 0.1 0.0

Record 4
This record from OMol25 describes the molecule C14H8BrO3P. The level of theory is ωB97M-V/def2-TZVPD.

For the largest force on an atom, the calculation gives 0.815 eV Å⁻¹. The value obtained for the calculated total energy is -100122.7723 eV.

Last column: Mulliken charge in e.
CARTESIAN COORDINATES (ANGSTROEM)
O: 0.87130 -2.33947 1.96867  -0.54
C: 0.70924 -1.50498 1.12093  0.05
C: 1.82235 -0.69974 0.54718  0.62
C: 3.05150 -1.27542 0.25125  -0.80
C: 4.03791 -0.47629 -0.31687  -0.52
C: 3.78250 0.86921 -0.56766  -0.52
C: 2.55722 1.44730 -0.25668  -0.78
C: 1.56622 0.65065 0.29877  0.62
C: 0.21248 1.16710 0.62838  0.07
O: 0.03033 2.24196 1.12807  -0.51
C: -0.89622 0.20251 0.32401  0.42
C: -0.62916 -1.15160 0.56931  0.60
C: -1.56718 -2.13568 0.29987  -0.80
C: -2.80606 -1.76580 -0.21644  -0.84
C: -3.07664 -0.42754 -0.45217  -0.41
C: -2.14352 0.57862 -0.18340  0.55
P: -2.56223 2.33533 -0.49654  0.14
O: -4.16426 2.20306 -0.15272  -0.51
Br: -2.67322 2.37868 -2.73313  -0.24
H: 3.20320 -2.32005 0.46905  0.47
H: 4.99352 -0.92099 -0.54462  0.41
H: 4.56557 1.45727 -1.02249  0.40
H: 2.37100 2.48872 -0.46356  0.50
H: -1.32781 -3.16675 0.50826  0.47
H: -3.52889 -2.54159 -0.41251  0.40
H: -4.03936 -0.12905 -0.84301  0.42
H: -4.35977 2.83454 0.54807  0.33

Forces on the atoms, in the same order (eV/Å):
O 0.1 -0.8 0.2
C 0.0 0.5 -0.2
C 0.0 0.0 -0.1
C -0.1 0.5 0.1
C -0.4 -0.1 0.2
C 0.2 -0.1 0.0
C 0.2 -0.3 0.1
C 0.4 -0.3 -0.2
C 0.0 -0.5 -0.1
O -0.2 0.8 0.1
C -0.2 -0.2 -0.1
C -0.1 0.1 -0.1
C -0.2 0.4 0.1
C 0.5 0.0 0.2
C -0.1 0.1 0.0
C 0.3 -0.4 -0.2
P 0.1 0.3 0.3
O 0.0 0.0 0.1
Br 0.0 -0.3 0.0
H 0.1 -0.1 0.0
H 0.2 0.1 -0.1
H 0.0 0.2 0.0
H -0.1 0.1 0.0
H 0.0 -0.1 0.0
H -0.2 0.1 -0.1
H -0.1 -0.1 -0.1
H -0.2 0.1 -0.1

Record 5
This record from OMol25 describes the molecule C10H23N2OP in a non-equilibrium geometry. The level of theory is ωB97M-V/def2-TZVPD.

For the largest force on an atom, the calculation gives 3.512 eV Å⁻¹. The value obtained for the calculated total energy is -25058.8077 eV. Its energy above the lowest of the compared OMol25 structures with the same formula, charge and spin is 27.3 kJ/mol.

Last column: Mulliken charge in e.
CARTESIAN COORDINATES (ANGSTROEM)
C: 1.73570 -0.31202 -1.38632  -0.62
C: 1.98845 0.33271 -0.08054  -0.62
C: -0.83142 -1.34790 -3.36134  -1.66
C: -1.35549 -1.77491 -0.92984  -1.49
C: -2.69250 -0.11762 -2.23387  -1.71
C: -0.49397 0.11345 2.75674  -1.75
C: 1.96021 -0.16662 2.77254  -2.04
C: 0.97361 2.11578 2.38899  -1.60
C: -1.28873 -0.72199 -2.03871  1.58
C: 0.80872 0.61724 2.12896  1.46
N: -0.43469 0.38416 -1.73062  -0.37
N: 0.74666 0.35443 0.68396  0.49
O: -1.70125 1.42833 0.36425  -0.79
P: -0.41247 1.14771 -0.27556  0.33
H: 2.13905 0.11359 -2.28547  0.28
H: 1.52588 -1.36517 -1.38658  0.38
H: 2.72414 -0.27207 0.45834  0.45
H: 2.40177 1.34060 -0.22568  0.32
H: -0.83965 -0.60140 -4.14961  0.39
H: 0.17888 -1.73620 -3.26972  0.35
H: -1.49388 -2.16197 -3.63784  0.42
H: -2.10473 -2.52702 -1.16467  0.52
H: -1.61871 -1.28437 0.00506  0.32
H: -0.39393 -2.26831 -0.80306  0.28
H: -3.38929 -0.90344 -2.51597  0.45
H: -3.02331 0.34720 -1.31138  0.37
H: -2.66666 0.63752 -3.01437  0.40
H: -0.61881 -0.94580 2.54473  0.34
H: -0.46603 0.25655 3.83402  0.51
H: -1.34270 0.65243 2.35598  0.43
H: 1.91579 -1.21369 2.47399  0.44
H: 1.85687 -0.12276 3.85336  0.46
H: 2.93583 0.24200 2.51598  0.44
H: 1.01251 2.31840 3.45637  0.45
H: 1.88824 2.48962 1.93243  0.35
H: 0.12367 2.64297 1.96074  0.41
H: 0.25226 2.30855 -0.68527  0.03

Forces on the atoms, in the same order (eV/Å):
C -3.2 1.0 -0.6
C 0.1 0.2 0.5
C -0.1 0.2 0.3
C 0.0 0.2 -0.2
C 0.1 -0.1 0.0
C 0.1 0.1 0.0
C -0.2 0.1 -0.2
C 0.0 -0.2 0.0
C -0.6 -0.7 -0.3
C 0.0 0.0 0.6
N 3.5 -0.3 0.3
N -0.1 -0.3 -0.4
O -0.5 0.0 0.5
P 0.4 0.1 -0.8
H 0.2 0.0 -0.2
H 0.0 -0.2 0.0
H 0.1 0.1 -0.1
H 0.1 -0.1 0.0
H 0.0 0.1 -0.1
H 0.2 -0.1 0.0
H -0.1 -0.2 -0.1
H -0.1 -0.1 0.0
H -0.1 -0.1 0.1
H 0.1 -0.1 0.1
H -0.1 -0.1 -0.1
H -0.1 0.0 0.1
H 0.0 0.1 -0.1
H 0.0 -0.1 0.0
H 0.1 0.0 0.1
H -0.1 0.0 0.0
H 0.0 -0.1 0.0
H 0.0 0.0 0.1
H 0.1 0.0 0.0
H 0.0 0.1 0.1
H 0.1 0.1 0.0
H -0.1 0.2 0.1
H 0.2 0.3 0.1

Record 6
This record from OMol25 describes the molecule C3H8FNS. The level of theory is ωB97M-V/def2-TZVPD.

For the largest force on an atom, the calculation gives 0.625 eV Å⁻¹. The value obtained for the calculated total energy is -18283.3675 eV. Its energy above the lowest of the compared OMol25 structures with the same formula, charge and spin is 3.0 kJ/mol.

Last column: Mulliken charge in e.
CARTESIAN COORDINATES (ANGSTROEM)
C: -2.11402 -0.05619 -0.19216  -1.31
C: -0.84896 -0.89301 -0.32142  0.38
F: -1.03114 -2.07108 0.37994  -0.32
C: 0.37060 -0.17313 0.22973  -0.69
S: 1.92203 -0.96821 -0.33483  -0.05
N: 3.00660 0.17611 0.33079  -0.54
H: -2.25203 0.25279 0.84127  0.33
H: -2.04409 0.82375 -0.82427  0.37
H: -2.97428 -0.64647 -0.49750  0.34
H: -0.68094 -1.19355 -1.36438  0.29
H: 0.36151 -0.19116 1.31920  0.34
H: 0.39880 0.85593 -0.12388  0.35
H: 3.59562 -0.25573 1.03393  0.26
H: 3.59089 0.57626 -0.39399  0.25

Forces on the atoms, in the same order (eV/Å):
C 0.3 -0.3 0.0
C 0.0 0.6 -0.3
F 0.0 -0.5 0.3
C 0.3 -0.4 -0.3
S -0.4 0.2 0.2
N 0.2 -0.2 -0.1
H 0.0 0.1 0.1
H 0.0 0.1 -0.1
H -0.1 0.0 0.0
H 0.0 0.2 0.1
H -0.1 0.1 0.0
H -0.1 0.0 0.0
H -0.1 0.1 -0.1
H -0.1 0.0 0.1